Record 1
Computed, not measured: a cluster of 2 separate species, C3H10NS in total, with ωB97M-V with the def2-TZVPD basis set.

Last column: Löwdin charge in e.
Element x y z (Å)
1 C -0.25965 1.03366 -3.19801  0.213
2 N -1.53604 0.77973 -3.02959  0.200
3 H 0.02311 2.06553 -3.03224  0.130
4 H 0.29707 0.20057 -3.61256  0.131
5 H -1.97134 -0.11730 -3.20285  0.154
6 H -2.16093 1.49472 -2.63458  0.164
7 C 0.85296 0.92802 0.78092  -0.259
8 C -0.00196 -0.34292 0.79538  -0.640
9 S 0.57707 -1.24166 2.29006  0.708
10 H 0.76144 1.19186 1.88139  0.054
11 H 1.98041 0.88353 0.82582  0.088
12 H 0.39013 1.85947 0.39258  0.062
13 H 0.11461 -1.19379 -0.04065  0.084
14 H -0.99356 0.16419 0.91396  0.076
15 H -0.46986 -1.85273 2.80556  -0.166

Cartesian forces (eV/Å) of the 6 atoms listed first:
-3.5 -0.9 -0.3
1.8 1.2 0.4
0.6 -0.2 0.1
0.6 0.4 0.2
0.2 -0.3 -0.1
0.3 -0.3 -0.3

**ΔE to the lowest compared entry with this formula, charge and spin**: 67.1 kcal/mol
**Molar mass**: 92.187 g mol⁻¹
**E_HOMO**: -0.4269 Ha
**Charge**: +1
**2S+1**: 1


Record 2
Computed, not measured: a cluster of 10 separate species, C39H104N12O16 in total, with ωB97M-V with the def2-TZVPD basis set.

Last column: Löwdin charge in e.
Element x y z (Å)
1 C 5.41515 0.09675 5.26556  -0.115
2 O 5.46681 0.99077 4.17726  -0.215
3 C 5.21893 2.36740 4.45886  -0.192
4 C 3.76069 2.82764 4.70467  -0.174
5 N 3.04358 3.11127 3.44478  -0.076
6 C 2.49845 1.92834 2.79320  -0.186
7 C 1.03384 1.74278 3.31641  -0.178
8 O 0.28780 0.63714 2.74728  -0.249
9 C -1.00691 0.47904 3.36463  -0.085
10 H 6.39999 0.08562 5.73254  0.087
11 H 5.27189 -0.90721 4.86604  0.082
12 H 4.59570 0.15193 5.98218  0.085
13 H 5.55825 2.94182 3.59689  0.119
14 H 5.87864 2.54912 5.30729  0.115
15 H 3.74440 3.84265 5.10163  0.111
16 H 3.23848 2.20955 5.43499  0.114
17 H 3.57717 3.60202 2.74155  0.105
18 H 3.08840 1.01952 2.91193  0.104
19 H 2.43369 2.31840 1.77744  0.114
20 H 0.48593 2.66300 3.11367  0.097
21 H 0.91497 1.62611 4.39360  0.114
22 H -1.66738 -0.14019 2.75765  0.057
23 H -1.55746 1.41779 3.42586  0.088
24 H -0.91639 -0.04566 4.31573  0.093
25 C -0.30986 -0.82646 -4.93678  -0.056
26 O 0.20153 -0.07337 -6.03614  -0.242
27 C 0.05950 -0.69735 -7.24263  -0.229
28 C 1.31175 -1.49645 -7.67586  -0.216
29 N 1.19459 -1.81318 -9.07025  -0.065
30 C 2.15141 -2.83976 -9.45147  -0.226
31 C 2.22112 -3.22861 -10.91180  -0.189
32 O 2.95581 -2.23033 -11.71611  -0.207
33 C 3.24644 -2.57683 -13.04819  -0.126
34 H 0.35670 -1.66727 -4.74484  0.098
35 H -1.31641 -1.20224 -5.12043  0.095
36 H -0.23710 -0.19087 -4.05426  0.072
37 H -0.08181 0.15020 -7.91328  0.125
38 H -0.78850 -1.38062 -7.28878  0.124
39 H 1.46798 -2.39627 -7.08086  0.120
40 H 2.21856 -0.90279 -7.56016  0.123
41 H 1.54052 -0.95430 -9.47367  0.113
42 H 1.99467 -3.78239 -8.92710  0.123
43 H 3.16130 -2.48551 -9.24477  0.121
44 H 1.19449 -3.28925 -11.27302  0.116
45 H 2.56511 -4.24801 -11.08676  0.114
46 H 2.32068 -2.46870 -13.61334  0.081
47 H 3.49317 -3.62991 -13.18319  0.079
48 H 4.02745 -1.88679 -13.36748  0.090
49 C -0.56334 5.58529 2.01354  -0.090
50 O -1.86310 5.22091 2.47653  -0.177
51 C -2.87683 5.21030 1.51977  -0.228
52 C -4.22189 5.24473 2.22527  -0.211
53 N -4.70389 4.02433 2.82086  -0.065
54 C -6.06468 4.17786 3.42961  -0.179
55 C -6.36780 5.13613 4.58110  -0.260
56 O -7.61847 4.76415 5.05321  -0.187
57 C -8.21704 5.70966 5.98694  -0.074
58 H -0.38798 6.65904 2.07995  0.086
59 H -0.38057 5.34581 0.96600  0.081
60 H 0.22484 5.05271 2.54575  0.070
61 H -2.82643 4.43070 0.75965  0.110
62 H -2.88370 6.13372 0.94068  0.125
63 H -4.96687 5.57048 1.49934  0.121
64 H -4.19273 6.00598 3.00486  0.118
65 H -4.12466 3.76065 3.60511  0.111
66 H -6.34107 3.16963 3.73815  0.104
67 H -6.77744 4.36393 2.62621  0.121
68 H -6.37780 6.15851 4.20329  0.119
69 H -5.62548 5.06627 5.37620  0.125
70 H -7.41852 5.97482 6.67989  0.079
71 H -8.99516 5.41226 6.68992  0.080
72 H -8.63872 6.58622 5.49511  0.084
73 C -2.74263 -2.79127 1.95141  -0.085
74 O -1.73618 -3.82731 1.93663  -0.227
75 C -0.45016 -3.39424 2.37796  -0.196
76 C 0.55528 -4.59229 2.11875  -0.180
77 N 0.03513 -5.71434 2.95173  -0.046
78 C 0.87063 -6.91873 2.69353  -0.210
79 C 0.19055 -8.24829 2.96246  -0.231
80 O -0.38918 -8.31488 4.25900  -0.196
81 C -1.18153 -9.44683 4.56341  -0.120
82 H -2.46081 -2.02500 1.22926  0.066
83 H -2.81821 -2.51712 3.00367  0.086
84 H -3.68390 -3.24196 1.63680  0.084
85 H -0.47606 -3.22662 3.45468  0.117
86 H -0.16371 -2.50683 1.81355  0.104
87 H 1.56775 -4.32474 2.42110  0.102
88 H 0.48213 -4.83762 1.05923  0.113
89 H -0.93508 -5.78159 2.67920  0.092
90 H 1.62755 -6.92175 3.47786  0.113
91 H 1.37069 -6.95784 1.72579  0.114
92 H 0.87431 -9.09570 2.91279  0.123
93 H -0.61207 -8.29471 2.22643  0.117
94 H -0.95684 -10.48270 4.30928  0.083
95 H -2.20335 -9.26120 4.23246  0.080
96 H -1.15725 -9.35577 5.64934  0.087
97 C 8.83575 -4.26490 1.73711  -0.057
98 O 7.95560 -3.16396 2.15260  -0.208
99 C 8.43516 -1.88396 1.86004  -0.240
100 C 8.17183 -1.46270 0.37323  -0.194
101 N 6.76954 -1.34671 -0.09970  -0.063
102 C 5.98114 -0.36384 0.65465  -0.211
103 C 4.56793 -0.22938 0.06686  -0.196
104 O 3.73841 -1.41096 0.00591  -0.165
105 C 3.20261 -1.78975 1.28804  -0.093
106 H 8.95871 -4.24362 0.65428  0.079
107 H 8.41425 -5.20751 2.08630  0.085
108 H 9.79616 -4.07005 2.21432  0.080
109 H 9.50595 -1.76361 2.02440  0.110
110 H 7.99956 -1.19030 2.57920  0.112
111 H 8.72137 -1.97744 -0.41491  0.105
112 H 8.62446 -0.47171 0.33879  0.103
113 H 6.36554 -2.23937 0.14530  0.096
114 H 6.51468 0.58637 0.67793  0.126
115 H 5.91721 -0.85211 1.62707  0.095
116 H 4.74762 0.11118 -0.95285  0.120
117 H 4.11101 0.57796 0.63916  0.097
118 H 2.35394 -1.17813 1.59427  0.076
119 H 3.90087 -1.92651 2.11377  0.077
120 H 3.00294 -2.85920 1.22080  0.073
121 C -5.84708 -1.57908 3.84846  -0.098
122 O -5.51543 -1.03822 2.59421  -0.218
123 C -5.36301 0.34322 2.45639  -0.232
124 C -4.80753 0.63881 1.05800  -0.202
125 N -5.11717 1.96667 0.58353  -0.060
126 C -4.41775 2.28346 -0.65561  -0.181
127 C -4.95927 3.69028 -1.17452  -0.192
128 O -4.07509 4.70210 -1.60417  -0.207
129 C -3.10563 4.33123 -2.56497  -0.097
130 H -6.92742 -1.61214 3.70752  0.088
131 H -5.62365 -0.86626 4.64223  0.086
132 H -5.49953 -2.58826 4.06949  0.085
133 H -4.62845 0.64900 3.20140  0.108
134 H -6.25275 0.90869 2.73335  0.115
135 H -5.17675 -0.12347 0.37193  0.117
136 H -3.74247 0.47077 1.21777  0.099
137 H -5.07044 2.72757 1.24606  0.061
138 H -4.52129 1.52378 -1.43039  0.101
139 H -3.34399 2.39519 -0.50502  0.092
140 H -5.59994 4.11192 -0.40002  0.105
141 H -5.59662 3.52494 -2.04317  0.109
142 H -3.51276 3.72259 -3.37238  0.086
143 H -2.31297 3.72151 -2.13134  0.067
144 H -2.70089 5.23091 -3.02853  0.092
145 N -2.89221 -0.96827 -2.03548  0.196
146 C -2.43926 -2.06694 -1.57427  -0.796
147 N -3.35672 -2.93190 -1.36547  0.199
148 O -1.21206 -2.16793 -1.40168  -0.001
149 H -3.86137 -0.97855 -2.31955  0.118
150 H -2.15414 -0.37426 -2.38551  0.090
151 H -4.26847 -2.69248 -1.72810  0.121
152 H -3.05169 -3.86891 -1.14395  0.137
153 N -0.01621 2.26734 -4.92011  0.211
154 C 0.53185 3.38163 -5.19762  -0.816
155 N 0.87759 3.54154 -6.43271  0.175
156 O 0.70274 4.25664 -4.39623  0.032
157 H -0.12729 1.50486 -5.57308  0.067
158 H -0.32113 2.13893 -3.96584  0.087
159 H 0.75997 2.88531 -7.19142  0.110
160 H 1.16464 4.48328 -6.65816  0.119
161 N -0.60207 0.13525 -0.07532  0.211
162 C -0.56435 1.22594 -0.82633  -0.734
163 N -0.07664 2.24535 -0.17899  0.196
164 O -0.85640 1.27779 -2.00883  0.000
165 H -0.97616 -0.63998 -0.60370  0.036
166 H -0.22248 0.08156 0.85910  0.074
167 H 0.00223 2.25870 0.82783  0.093
168 H 0.19266 3.03941 -0.74207  0.071
169 O 1.68760 3.98750 -1.69124  -0.063
170 H 1.74433 3.04303 -1.83608  0.027
171 H 1.34927 4.33683 -2.51571  0.000

Cartesian forces (eV/Å) of the 6 atoms listed first:
0.5 -0.8 -0.4
-1.3 0.1 -0.8
0.1 -0.4 0.8
0.8 1.3 -1.0
-0.7 -1.6 0.8
-1.7 0.6 0.1

**ΔE to the lowest compared entry with this formula, charge and spin**: 0.0 kcal/mol
**Molar mass**: 997.329 g mol⁻¹
**E_HOMO**: -0.2982 Ha
**2S+1**: 1


Record 3
Computed, not measured: a cluster of 11 separate species, C36H61N12O3P2S in total, with ωB97M-V with the def2-TZVPD basis set.

Last column: Löwdin charge in e.
Element x y z (Å)
1 C -0.59839 -2.37674 1.47626  -0.119
2 C -2.07790 -2.21763 1.05128  -0.245
3 C -2.75470 -0.90357 1.55011  -0.198
4 C -1.97991 0.37355 1.10529  -0.204
5 C -1.61521 1.34862 2.25050  -0.175
6 C -0.98852 0.65831 3.50961  -0.208
7 C 0.28195 1.37084 4.03554  -0.185
8 C 1.41826 1.29762 2.97053  -0.192
9 C 1.77040 2.65977 2.30840  -0.193
10 C 3.22579 2.56342 1.73661  -0.168
11 C 3.28934 2.78671 0.17524  -0.131
12 C 3.47301 1.49906 -0.59373  -0.170
13 C 4.66123 0.75752 -0.41526  -0.469
14 S 5.99643 1.25061 0.67512  0.881
15 C 4.88629 -0.43615 -1.11339  -0.038
16 C 3.89606 -0.86577 -2.01691  -0.284
17 P 4.22228 -2.43470 -2.94399  0.760
18 N 4.69678 -3.49753 -1.86634  -0.311
19 C 2.75473 -0.13117 -2.16151  -0.072
20 N 2.53608 1.01530 -1.46098  -0.005
21 P 1.00305 1.81791 -1.73298  0.498
22 O 0.39165 2.35998 -0.53700  -0.199
23 O 1.23161 2.87510 -2.92131  -0.068
24 O 0.02056 0.67301 -2.31588  -0.117
25 H -0.17643 -3.25165 0.95573  0.066
26 H -0.53778 -2.50193 2.56970  0.076
27 H 0.04025 -1.51427 1.22621  0.043
28 H -2.62975 -3.06408 1.49402  0.106
29 H -2.16546 -2.23449 -0.04747  0.097
30 H -3.74407 -0.88158 1.05841  0.101
31 H -2.96488 -0.93097 2.63317  0.099
32 H -1.08464 0.11199 0.51529  0.082
33 H -2.64196 0.91615 0.40446  0.082
34 H -2.49703 1.91267 2.59242  0.113
35 H -0.89750 2.08519 1.84790  0.077
36 H -0.74233 -0.39623 3.31768  0.088
37 H -1.75081 0.71445 4.29701  0.068
38 H 0.08344 2.39965 4.38352  0.113
39 H 0.63066 0.82386 4.93023  0.108
40 H 1.16518 0.57623 2.17185  0.106
41 H 2.32400 0.93838 3.48727  0.108
42 H 1.77929 3.40839 3.12104  0.103
43 H 1.04952 2.99074 1.55219  0.067
44 H 3.82048 3.34124 2.24020  0.120
45 H 3.65830 1.58568 1.97455  0.067
46 H 4.20504 3.38147 -0.00464  0.110
47 H 2.45666 3.41302 -0.16122  0.098
48 H 6.29043 2.53093 0.33464  -0.088
49 H 5.81381 -0.99438 -0.97037  0.121
50 H 5.26973 -2.25638 -3.88164  0.000
51 H 3.05144 -2.94431 -3.53279  -0.026
52 H 5.64138 -3.79484 -2.10185  -0.038
53 H 2.01838 -0.50910 -2.87895  0.119
54 H 1.79417 2.44542 -3.59135  0.099
55 H -0.49694 1.00671 -3.07998  0.051
56 C -3.30121 2.10369 -2.15528  -0.079
57 C -3.82609 0.76733 -2.39909  -0.293
58 N -4.23788 -0.28565 -2.59759  0.137
59 H -2.41827 2.06652 -1.51475  0.051
60 H -3.01202 2.59704 -3.08367  0.066
61 H -4.03946 2.73718 -1.66405  0.091
62 C -3.62772 0.77984 7.29078  -0.125
63 C -3.08552 -0.26397 6.43411  -0.270
64 N -2.65656 -1.08349 5.75247  0.137
65 H -4.58075 0.48953 7.71122  0.054
66 H -2.95930 1.00051 8.12326  0.061
67 H -3.78190 1.70458 6.74309  0.062
68 C -0.68501 -4.27116 -3.69162  -0.061
69 C 0.35369 -3.40905 -4.23342  -0.237
70 N 1.17287 -2.73057 -4.67074  0.108
71 H -0.57882 -5.29083 -4.05085  0.055
72 H -0.64837 -4.30064 -2.60226  0.092
73 H -1.67785 -3.92707 -3.97716  0.077
74 C -1.63996 -8.41413 -4.83658  -0.061
75 C -2.36703 -7.16920 -4.62716  -0.268
76 N -2.94037 -6.18822 -4.46157  0.142
77 H -2.12869 -9.24599 -4.33062  0.088
78 H -1.57844 -8.66166 -5.89587  0.089
79 H -0.62156 -8.34745 -4.45366  0.083
80 C -6.85654 -1.03113 5.31774  -0.058
81 C -6.42297 0.24650 5.86557  -0.249
82 N -6.07595 1.25088 6.30114  0.147
83 H -6.70115 -1.84017 6.03110  0.086
84 H -7.91613 -1.01267 5.06435  0.084
85 H -6.30348 -1.27959 4.41223  0.082
86 C 5.92234 1.67697 -5.06157  -0.066
87 C 6.59368 0.45083 -4.65164  -0.274
88 N 7.12502 -0.51359 -4.32683  0.139
89 H 5.16708 1.47881 -5.82222  0.085
90 H 5.42600 2.15710 -4.21747  0.069
91 H 6.62919 2.39364 -5.47838  0.091
92 C -3.48054 0.32967 -6.72788  -0.049
93 C -2.46133 0.86389 -5.83964  -0.245
94 N -1.65389 1.28436 -5.14079  0.147
95 H -3.48123 -0.75973 -6.71560  0.091
96 H -4.47452 0.66389 -6.43224  0.092
97 H -3.31485 0.65015 -7.75610  0.090
98 C -1.80470 3.31143 10.34088  -0.069
99 C -3.07456 3.35545 9.62813  -0.278
100 N -4.07506 3.39149 9.06677  0.150
101 H -1.38521 2.30536 10.34047  0.080
102 H -1.07168 3.97497 9.88300  0.084
103 H -1.92422 3.61827 11.37941  0.084
104 C 0.65426 6.42709 1.71783  -0.074
105 C 1.31012 6.48127 3.01765  -0.288
106 N 1.82721 6.51877 4.04121  0.134
107 H 0.07703 7.33158 1.52861  0.084
108 H 1.38129 6.32552 0.91201  0.076
109 H -0.02924 5.57991 1.65536  0.076
110 C 2.82954 -4.26700 -7.21180  -0.085
111 C 2.71710 -5.50564 -7.96974  -0.282
112 N 2.62777 -6.48093 -8.56723  0.129
113 H 3.78326 -4.20727 -6.68698  0.078
114 H 2.75857 -3.39489 -7.86133  0.083
115 H 2.04059 -4.18436 -6.46740  0.033

Cartesian forces (eV/Å) of the 6 atoms listed first:
-0.3 -0.1 -0.1
0.2 0.6 0.7
0.0 -0.2 -0.7
-0.7 0.3 0.2
0.6 -0.3 0.1
-0.2 1.0 0.1

**Molar mass**: 803.980 g mol⁻¹
**E_HOMO**: -0.4121 Ha
**Charge**: +1
**2S+1**: 1


Record 4
Computed, not measured: an isolated molecule of C4H8O2, with ωB97M-V with the def2-TZVPD basis set.

Last column: Löwdin charge in e.
Element x y z (Å)
1 C -1.65254 -0.23137 -0.40777  -0.052
2 C -0.31015 0.45070 -0.13832  -0.481
3 O -0.46373 1.55941 0.72488  -0.021
4 C 0.67614 -0.52415 0.46693  -0.064
5 C 2.10907 -0.28969 0.38092  -0.402
6 O 3.02859 -0.77173 1.00430  0.032
7 H -2.34140 0.46847 -0.89662  0.082
8 H -1.53665 -1.09735 -1.06688  0.085
9 H -2.11566 -0.56688 0.52749  0.088
10 H 0.12392 0.76964 -1.09902  0.136
11 H -1.26478 2.03120 0.46041  0.094
12 H 1.23958 -0.91147 -0.64626  0.205
13 H 0.27639 -1.01998 1.38597  0.156
14 H 2.23121 0.13321 -0.69603  0.141

Cartesian forces (eV/Å) of the 6 atoms listed first:
0.0 0.0 0.0
0.1 -0.2 -0.4
-0.1 0.1 0.1
0.5 0.0 -0.9
1.1 0.6 -0.5
-0.6 0.5 -0.1

**ΔE to the lowest compared entry with this formula, charge and spin**: 77.5 kcal/mol
**Molar mass**: 88.106 g mol⁻¹
**E_HOMO**: -0.3582 Ha
**2S+1**: 1